# 1
{"formula": "C20H19IN2W", "method": "the ωB97M-V functional and the def2-TZVPD basis", "largest_force_ev_per_a": 8.383, "s_squared": 2.14, "relative_energy_kcal_mol": 18.83, "charge": 2, "e_tot_ev": -33934.030, "lumo_energy_ev": [-9.0, -8.5], "multiplicity": 3, "elements": ["C", "C", "H", "H", "H", "H", "H", "H", "C", "C", "C", "C", "H", "H", "H", "H", "N", "C", "C", "N", "C", "C", "C", "H", "H", "C", "H", "H", "W", "I", "C", "C", "C", "C", "C", "C", "C", "C", "H", "H", "H", "H", "H"], "coordinates": [[0.07433, 0.10104, 3.46413], [-1.39434, 0.24541, 3.13394], [0.19733, -0.75360, 4.11511], [0.66817, 0.94532, 3.81265], [0.43646, -0.26207, 2.49808], [-1.38534, -0.40805, 2.27542], [-2.06492, -0.12189, 3.90004], [-1.69251, 1.23047, 2.79808], [2.53326, -2.03549, -0.13507], [3.33737, -3.12736, -0.40425], [2.92773, -4.06808, -1.37546], [1.71400, -3.96437, -2.05197], [2.70901, -1.24127, 0.60199], [4.26067, -3.22451, 0.15718], [3.58212, -4.91003, -1.59305], [1.30195, -4.72114, -2.73943], [1.41799, -1.92341, -0.91549], [0.90287, -2.88227, -1.78949], [-0.50299, -2.71301, -2.13768], [-1.12172, -1.61569, -1.56389], [-2.46429, -1.41870, -1.38129], [-2.70096, -3.35343, -2.78719], [-3.26063, -2.26231, -2.10891], [-2.77635, -0.60086, -0.73115], [-4.33064, -2.04903, -2.12044], [-1.32172, -3.60918, -2.77876], [-0.83829, -4.49941, -3.19092], [-3.34060, -4.03702, -3.32859], [-0.00856, -0.89006, -0.28010], [-0.69021, -3.38556, 1.21140], [0.07120, 1.05701, -0.26604], [0.07410, 2.30742, -0.03640], [0.14280, 3.67497, 0.21583], [0.60672, 4.57414, -0.79783], [0.78058, 5.91416, -0.52548], [0.49162, 6.43517, 0.74480], [0.00911, 5.57865, 1.74096], [-0.18165, 4.22816, 1.49322], [0.83376, 4.16798, -1.79107], [1.15341, 6.58014, -1.30700], [0.63518, 7.49454, 0.96403], [-0.21783, 5.98769, 2.73791], [-0.56823, 3.55553, 2.27221]]}


# 2
{"formula": "C4H16O3", "method": "the ωB97M-V functional and the def2-TZVPD basis", "largest_force_ev_per_a": 1.897, "relative_energy_kcal_mol": 23.99, "e_tot_ev": -10549.434, "smiles": "CCCC.O.O.O", "lumo_energy_ev": 0.8, "elements": ["C", "C", "C", "C", "H", "H", "H", "H", "H", "H", "H", "H", "H", "H", "O", "H", "H", "O", "H", "H", "O", "H", "H"], "coordinates": [[-3.90779, 0.07512, 0.84101], [-2.63414, -0.61811, 1.32306], [-1.39842, -0.36900, 0.39588], [-0.30245, 0.49107, 1.10793], [-4.76138, -0.60019, 0.84941], [-3.84114, 0.45424, -0.18060], [-4.17724, 0.98587, 1.37392], [-2.77927, -1.69382, 1.43563], [-2.40481, -0.29416, 2.33919], [-1.74638, 0.11498, -0.50983], [-1.00794, -1.34861, 0.12350], [-0.49414, 1.52429, 0.83091], [0.66226, 0.16882, 0.71962], [-0.35323, 0.28681, 2.16779], [4.39824, 0.31163, -3.07085], [4.13774, 1.17796, -2.82349], [5.16987, 0.42666, -3.65846], [0.51145, -3.25936, -2.76780], [0.00214, -4.03600, -3.00539], [1.30622, -3.30353, -3.33830], [2.14112, 3.26917, 2.83424], [1.78301, 2.39204, 2.65750], [1.38540, 3.79263, 3.13395]]}


# 3
{"formula": "H3PS", "method": "the ωB97M-V functional and the def2-TZVPD basis", "largest_force_ev_per_a": 0.417, "relative_energy_kcal_mol": 71.75, "e_tot_ev": -20169.254, "lumo_energy_ev": [-1.4, -2.5], "elements": ["P", "S", "H", "H", "H"], "coordinates": [[-1.19895, 0.04057, 1.05464], [1.94701, -0.42440, -1.07541], [0.05911, -0.34298, 0.50436], [-0.51822, 0.03656, 2.29184], [2.18029, 0.22008, 0.09536]]}